Computed, not measured: C5H10N2 as an isolated structure, with ωB97M-V with the def2-TZVPD basis set.

Structure (XYZ):
```
17
Properties=species:S:1:pos:R:3
C 0.523 -0.439 -0.349
C 1.889 1.380 -0.781
C 2.208 2.197 0.205
H 2.497 1.187 -1.654
H 0.799 0.899 -0.788
H 0.915 -0.436 0.671
H 1.126 -1.008 -1.059
H 3.150 2.735 0.217
H 1.550 2.353 1.052
C -2.155 -0.653 0.505
C -1.285 -1.552 -0.290
N -3.161 -0.099 -0.026
N -0.501 -2.469 0.211
H -0.495 -2.431 1.234
H -3.683 0.467 0.643
H -1.867 -0.543 1.561
H -1.509 -1.588 -1.353
```

Calculated values
E_HOMO = -8.45 eV
energy above the lowest of the compared OMol25 structures with the same formula, charge and spin = 618.13 kJ/mol
total energy = -8320.92678 eV

Results of the Mulliken charge analysis, in e, for atoms 1 through 5: -0.92, -0.41, -0.53, 0.30, 0.36